Entry 1:
Molecular formula: C22H44Br14O4S2
Method: DFT, ωB97M-V with the def2-TZVPD basis set

Values from the calculation:
- Relative energy (zero: lowest compared OMol25 entry of this formula, charge and spin): 14.24 kcal/mol
- LUMO (alpha / beta): -3.6 / -9.4 eV
- Gap between HOMO and LUMO (alpha / beta): 8.1 / 2.2 eV
- Total charge: +1
- Strongest force on any atom: 7.002 eV/Å
- Spin multiplicity: 2
- ⟨S²⟩: 0.76

```
86
Properties=species:S:1:pos:R:3:forces:R:3
C 33.996250 1.097680 -4.147360 0.6 1.3 0.4
C 34.355620 2.395460 -4.943220 0.2 0.0 0.0
C 33.972470 3.540030 -4.027240 1.0 1.2 0.9
S 32.491320 3.082160 -3.146940 -0.6 0.4 1.4
O 31.437080 3.827690 -3.841130 0.5 -1.3 1.1
O 32.687790 3.220770 -1.664450 -0.4 -0.5 -3.2
C 32.577870 1.267960 -3.694370 -0.8 0.7 -0.8
H 34.563850 1.199640 -3.222400 0.7 -0.5 0.0
H 34.147140 0.122490 -4.610330 0.2 0.2 -0.2
H 33.820660 2.638260 -5.861360 -0.4 -1.0 -0.2
H 35.402630 2.461550 -5.239010 0.2 -0.2 0.3
H 33.841340 4.509410 -4.508070 -0.8 -0.3 -0.5
H 34.674700 3.877710 -3.265050 0.5 -1.0 0.3
H 32.003220 1.209130 -4.618720 -0.7 0.2 0.3
H 32.228270 0.506530 -2.997170 0.0 0.5 0.3
C 37.655690 0.957310 -3.296670 -1.9 -0.3 -0.9
C 37.777500 0.209880 -4.604020 0.4 -0.4 -1.5
C 38.799530 -0.921140 -4.452960 0.2 0.0 0.6
S 40.076060 -0.076320 -3.465710 -2.5 -3.2 5.7
O 41.027030 0.496570 -4.338540 2.3 1.5 -2.3
O 40.508340 -0.935140 -2.298200 -0.4 1.9 -3.2
C 38.972790 1.214430 -2.727710 2.0 -0.7 0.7
H 37.073670 0.307450 -2.643200 -0.2 0.3 0.2
H 37.151340 1.906950 -3.475290 -0.4 -0.2 0.2
H 38.146350 0.914430 -5.349440 0.0 0.1 -0.3
H 36.832320 -0.175410 -4.986490 -0.1 0.1 0.2
H 39.288910 -1.403530 -5.299070 0.0 0.7 -0.5
H 38.371540 -1.780870 -3.937400 0.1 0.3 0.7
H 39.407860 2.199410 -2.896940 0.0 -0.1 -0.2
H 38.952370 0.976740 -1.664140 0.5 0.2 0.0
Br 34.792040 -0.760010 -7.713020 -0.2 -0.2 0.1
C 35.789340 -2.242400 -6.936950 0.5 -0.3 0.8
C 35.553860 -3.531500 -7.678630 -0.3 0.1 0.0
Br 36.733700 -5.001710 -6.845820 -0.9 1.5 -1.1
H 35.562500 -2.328810 -5.874320 -0.1 0.3 -0.1
H 36.826720 -1.944820 -7.089910 0.0 -0.1 0.2
H 35.675480 -3.184000 -8.704570 1.0 -1.3 -0.4
H 34.536600 -3.922610 -7.660760 0.2 0.0 0.6
Br 40.619250 5.001160 -8.789240 0.4 -0.6 1.0
C 42.039460 4.325100 -7.538310 0.0 -1.0 -0.9
C 41.416970 3.792120 -6.263720 0.3 2.3 -0.1
Br 40.289040 2.313870 -6.717710 -0.1 0.0 0.2
H 42.775300 5.117340 -7.400510 -0.2 -0.1 0.1
H 42.424630 3.489860 -8.123220 0.5 0.3 0.0
H 40.864530 4.644710 -5.868740 -0.8 -0.5 0.3
H 42.112150 3.567300 -5.454850 0.2 -0.8 -0.3
Br 34.444870 -2.376320 1.746530 0.3 -0.2 -1.3
C 35.146490 -2.862480 -0.071930 0.4 0.5 0.2
C 35.296580 -1.614420 -0.999860 -0.6 -1.2 0.8
Br 35.735180 -2.413350 -2.777670 -0.1 0.6 0.5
H 34.532190 -3.645140 -0.517090 -0.5 0.5 0.2
H 36.087050 -3.383920 0.105720 0.2 0.5 0.1
H 36.046750 -0.884560 -0.695500 0.3 -0.5 -0.1
H 34.346570 -1.083040 -1.056670 0.0 -0.2 -0.4
Br 36.006450 2.213200 -0.815240 -0.2 1.0 1.0
C 35.460130 3.669550 0.494220 -1.6 -0.3 0.0
C 34.509810 3.062950 1.570450 0.7 0.5 0.2
Br 33.645180 4.523520 2.617820 0.5 -0.4 -0.5
H 34.853960 4.392840 -0.051220 0.1 -0.3 -0.5
H 36.341920 4.215790 0.829120 0.1 -0.7 0.3
H 35.043280 2.463900 2.308460 -0.1 0.0 -0.2
H 33.660270 2.507840 1.172670 0.4 0.1 -0.3
Br 38.152660 -3.123760 3.347340 0.6 -0.1 -0.6
C 39.852300 -2.870380 2.303700 -2.0 0.6 -1.6
C 39.495330 -2.590880 0.741160 1.2 0.4 1.5
Br 38.858060 -0.708940 0.601000 -0.5 -0.8 0.1
H 40.421140 -3.784050 2.476120 0.1 0.4 -0.1
H 40.189670 -1.944910 2.770370 0.6 -0.5 -0.3
H 38.888340 -3.351240 0.249700 -0.6 0.4 0.5
H 40.362770 -2.483800 0.089860 0.4 -0.3 0.5
Br 36.696680 8.779500 -5.307450 0.5 -0.9 1.4
C 37.375560 7.639010 -3.756420 0.4 -0.1 -0.4
C 37.324810 6.176820 -4.280320 0.1 0.7 0.8
Br 38.155610 4.797480 -3.040220 -0.4 1.0 -0.6
H 36.860110 7.861560 -2.822130 -1.0 -0.4 -0.5
H 38.353570 8.023170 -3.466550 0.4 -0.3 -0.9
H 37.862370 6.074800 -5.223040 -0.1 0.0 0.2
H 36.283760 5.870310 -4.382170 0.2 -0.1 -0.1
Br 43.156440 0.025730 -8.979460 -0.2 0.1 -0.1
C 41.923480 -1.377930 -9.510250 -1.2 -0.3 -0.1
C 40.703190 -1.394570 -8.571570 0.7 -0.3 0.1
Br 39.612130 -3.010980 -8.801300 0.3 0.3 0.0
H 42.502200 -2.301500 -9.496000 -0.2 0.1 0.1
H 41.515700 -1.183630 -10.502250 0.6 0.1 -0.1
H 40.001070 -0.588820 -8.785820 0.4 0.1 0.2
H 41.080040 -1.389860 -7.548800 -0.4 0.0 0.1
```
Positions in Å, forces in eV/Å.

Results of the Löwdin charge analysis, in e, for atoms 1 through 4:
1. C -0.242
2. C -0.198
3. C -0.276
4. S 0.755

Entry 2:
Molecular formula: C2H14O5
Method: DFT, ωB97M-V with the def2-TZVPD basis set

Values from the calculation:
- Relative energy (zero: lowest compared OMol25 entry of this formula, charge and spin): 18.62 kcal/mol
- LUMO: 0.3 eV
- SMILES: CCO.O.O.O.O
- Gap between HOMO and LUMO: 10.7 eV
- Strongest force on any atom: 1.033 eV/Å
- Spin multiplicity: 1

```
21
Properties=species:S:1:pos:R:3:forces:R:3
C 0.509921 -2.101533 0.847644 -0.3 0.2 -1.0
C -0.096668 -0.836313 1.450475 0.2 -0.6 0.2
O -1.415910 -1.050535 1.958513 0.1 0.3 -0.1
H -0.252284 -2.886103 0.774887 0.3 0.0 0.3
H 0.836119 -1.904696 -0.170059 -0.1 0.1 -0.3
H 1.417696 -2.424552 1.324140 0.1 -0.4 0.7
H -0.161433 -0.065516 0.691076 -0.2 0.1 0.0
H 0.552468 -0.496782 2.254921 0.1 0.3 0.2
H -1.344933 -1.717452 2.646661 -0.1 0.0 0.0
O -0.391285 2.553959 0.768107 -0.1 -0.1 -0.4
H 0.068403 3.398310 0.732970 0.0 0.0 0.3
H -0.155850 2.126427 1.596274 0.1 0.1 0.1
O 1.977065 -0.667566 -2.183734 0.3 -0.3 0.3
H 1.754709 0.270717 -2.119070 -0.2 0.1 -0.2
H 1.639438 -0.989262 -3.020968 -0.1 0.2 -0.1
O 0.960762 2.001411 -1.844895 -0.1 0.3 0.3
H 0.423619 1.997283 -1.035017 0.0 -0.2 -0.1
H 0.961144 2.928165 -2.105909 0.1 -0.1 -0.2
O -2.386682 0.121584 -1.212418 0.0 0.1 0.4
H -2.623774 -0.793178 -1.013147 0.1 0.2 0.0
H -2.272526 0.535631 -0.340451 -0.1 -0.2 -0.4
```
Positions in Å, forces in eV/Å.

Results of the Löwdin charge analysis, in e, for atoms 1 through 4:
1. C -0.070
2. C -0.312
3. O -0.089
4. H 0.082

Entry 3:
Molecular formula: C5H33N2O10
Method: DFT, ωB97M-V with the def2-TZVPD basis set

Values from the calculation:
- Relative energy (zero: lowest compared OMol25 entry of this formula, charge and spin): 83.88 kcal/mol
- LUMO: -2.3 eV
- Gap between HOMO and LUMO: 11.1 eV
- Total charge: +1
- Strongest force on any atom: 6.979 eV/Å
- Spin multiplicity: 1

```
50
Properties=species:S:1:pos:R:3:forces:R:3
C 1.239956 3.736434 -0.515939 -0.7 -0.6 0.7
C 0.287677 2.846172 -1.426519 1.2 3.6 -0.3
C 0.874720 1.643070 -2.059085 -1.4 -1.1 -2.3
C 0.652108 0.367156 -1.182779 1.9 1.1 1.3
N -0.033135 0.780707 1.692848 -1.9 1.9 0.3
C -0.902894 0.572655 0.727760 -1.4 -0.6 -2.2
N -0.659445 0.197926 -0.551646 1.8 1.4 2.1
H 2.020996 3.188882 -0.001738 0.2 -0.8 0.0
H 1.818249 4.508076 -1.034224 -0.6 0.0 -0.2
H 0.690705 4.185971 0.343435 0.1 0.1 -0.9
H -0.554449 2.468802 -0.917686 -1.2 0.3 1.0
H -0.109701 3.589981 -2.200697 0.4 -1.2 0.9
H 0.267638 1.571580 -3.022794 1.0 -0.5 0.9
H 1.929420 1.757096 -2.355630 -0.3 -0.3 0.3
H 1.463489 0.509494 -0.421615 -0.9 -0.6 -0.2
H 0.863861 -0.552783 -1.660362 0.5 -0.7 -0.8
H 0.958063 0.822575 1.624268 0.8 -0.3 -0.5
H -0.470921 1.446285 2.368967 0.6 -1.1 0.1
H -1.984153 0.800471 0.972863 1.3 -0.8 -0.1
H -1.298469 -0.260217 -1.157501 -1.5 0.0 0.2
H -0.131757 4.069148 2.690805 1.0 0.1 -0.2
H -1.569069 4.471870 2.658806 1.1 -1.1 1.4
O -0.918708 3.910942 3.195050 -2.0 1.0 -1.3
H -1.301345 -3.844339 0.341892 -1.4 -0.4 -1.8
H -2.612834 -4.601134 -0.307105 1.6 1.2 -0.2
O -1.838890 -3.995828 -0.517101 -0.1 -0.6 2.0
H 0.638784 -4.439884 -1.844651 -0.5 -1.3 0.9
H -0.194739 -3.175052 -2.163572 -0.3 -0.5 0.3
O 0.610874 -3.658966 -2.354171 0.6 1.6 -1.3
H -4.563776 -0.605543 -2.330832 0.1 -0.1 0.0
H -3.289776 -0.643599 -3.160304 -0.2 -0.1 0.4
O -3.616374 -0.766933 -2.251988 0.2 0.2 -0.5
H 1.038530 -3.194216 0.541141 0.1 0.2 0.5
H 0.659952 -2.668972 2.031473 -0.4 -0.6 -2.5
O 0.315966 -2.850208 1.088194 0.3 0.4 1.9
H 2.959568 -1.713536 0.875042 -0.1 -1.1 -4.5
H 3.958712 -1.686098 2.020654 0.1 -0.1 -0.2
O 3.063339 -1.495650 1.736827 0.0 1.3 4.6
H -4.922815 1.864430 0.335351 -0.7 1.3 0.1
H -4.596182 0.487888 0.128696 0.4 -0.7 0.0
O -4.173560 1.298252 0.417749 0.4 -0.6 0.0
H -2.407918 1.092274 4.388369 -0.5 0.7 -1.9
H -2.934309 1.721111 2.920971 -0.4 0.2 1.0
O -2.375189 1.096291 3.392149 0.8 -0.8 0.8
H 5.040120 0.828407 -1.326846 2.5 2.2 -2.8
H 5.037631 0.672582 0.327231 -0.7 -0.2 -3.6
O 4.656443 0.448630 -0.614314 -1.9 -2.0 6.4
H 2.397588 -2.895591 -2.031696 -2.5 -1.3 -2.3
H 3.576994 -3.196206 -1.231341 2.1 -2.0 0.5
O 2.971169 -2.539419 -1.423698 0.5 3.4 2.1
```
Positions in Å, forces in eV/Å.

Results of the Löwdin charge analysis, in e, for atoms 1 through 4:
1. C -0.079
2. C -0.255
3. C -0.190
4. C -0.143